Formula: C4H16NO3
Source: OMol25
Level of theory: ωB97M-V/def2-TZVPD

Positions of all 24 atoms, in Å:
O -1.3688 -1.8564 -1.7435
C -1.9178 -0.9746 -0.7464
C -0.8172 0.0213 -0.4712
N 0.4864 -0.7478 -0.3700
C 1.6484 0.0684 0.1343
C -0.7345 1.0582 -1.5675
H -2.0593 -2.2080 -2.3244
H -2.1163 -1.6091 0.1263
H -2.8011 -0.4617 -1.0866
H -0.8882 0.5337 0.4795
H 0.3219 -1.6157 0.1290
H 0.7223 -1.0207 -1.3218
H 1.2610 0.9819 0.5528
H 2.2660 0.3085 -0.7276
H 2.2622 -0.5366 0.7954
H 0.1474 1.6965 -1.5864
H -0.8946 0.5931 -2.5511
H -1.5213 1.8053 -1.4559
H 3.1480 -1.2193 3.4590
H 4.1792 -1.2860 2.3054
O 3.2376 -1.2164 2.5016
H -1.4716 3.1140 1.2516
H -1.6075 2.3445 2.5842
O -1.4824 2.2270 1.6334

Calculated values
Lowest unoccupied orbital energy: -2.59 eV
Total charge: +1
ΔE to the lowest compared entry with this formula, charge and spin: 0.7434 eV
Max |F|: 0.0279 hartree/bohr

Formula: C4H16NO5
Source: OMol25
Level of theory: ωB97M-V/def2-TZVPD

Positions of all 26 atoms, in Å:
O -1.3846 -2.2682 0.5994
C -1.0560 -1.2629 1.1479
C -0.3551 -0.1445 0.3593
C 0.7182 0.4880 1.2743
C 1.2191 1.8011 0.7296
O 1.6983 -0.5323 1.3067
N 0.3162 -0.6291 -0.8900
H -1.2337 -1.1251 2.2322
H -1.1086 0.5982 0.0956
H 0.2908 0.6202 2.2731
H 2.0322 2.1790 1.3502
H 1.6132 1.7314 -0.2836
H 0.4593 2.5825 0.7510
H 2.4757 -0.2803 1.8277
H 0.5430 0.1639 -1.5336
H -0.2406 -1.3327 -1.4478
H 1.1959 -1.0774 -0.6306
H -0.9877 -3.1020 -3.0819
H -0.8377 -3.5281 -1.6189
O -0.5236 -2.9049 -2.2685
H -3.4149 0.8566 1.8358
H -2.3978 1.4361 2.8140
O -2.4828 0.8534 2.0334
H 0.4811 1.9604 -3.2058
H 1.9195 1.4661 -3.0445
O 1.0607 1.4504 -2.6251

Calculated values
Multiplicity: 2
Lowest unoccupied orbital energy (alpha / beta): -9.17 / -13.23 eV
Total charge: +2
<S²>: 0.757
ΔE to the lowest compared entry with this formula, charge and spin: 0.0000 eV
Max |F|: 0.0317 hartree/bohr